No. 1
The following is a DFT calculation (ωB97M-V/def2-TZVPD) of a 8-piece molecular cluster, H16O8 overall.

Structure (ORCA input):
```
! wB97M-V def2-TZVPD RIJCOSX def2/J DEFGRID3
* xyz 0 1
O -27.74943 20.51074 15.10359
H -26.81061 20.65632 15.27137
H -27.91922 20.94461 14.26083
O -33.16112 19.32784 14.15190
H -33.37585 18.42355 13.89679
H -33.94243 19.65199 14.61555
O -27.51666 16.20566 14.74345
H -28.46229 15.97248 14.72677
H -27.21286 16.14724 13.83320
O -30.40373 20.71791 13.14109
H -31.36611 20.61722 13.14605
H -30.19065 20.92411 12.22500
O -30.07511 18.23516 14.53524
H -29.18157 18.48544 14.80023
H -30.51050 19.07280 14.32745
O -30.31651 15.52760 15.07140
H -30.59904 15.90418 15.91180
H -30.52131 16.23495 14.44316
O -27.79520 18.14427 16.83491
H -27.65964 17.50429 16.11806
H -27.69649 19.01047 16.42278
O -31.63152 19.98552 16.51379
H -32.25708 19.58553 17.12431
H -32.04715 19.92960 15.64113
*
```

The calculation puts the relative energy (zero: lowest compared OMol25 entry of this formula, charge and spin) at 189.2 kJ/mol. The SMILES is O.O.O.O.O.O.O.O.

No. 2
The following is a DFT calculation (ωB97M-V/def2-TZVPD) of one molecule with the formula C16H14Cl2N2O4 in a non-equilibrium geometry.

Structure (ORCA input):
```
! wB97M-V def2-TZVPD RIJCOSX def2/J DEFGRID3
* xyz 0 1
C -2.82262 4.26818 1.26042
C -1.40145 4.12271 0.87672
N -0.54073 5.09902 0.92491
O 0.65986 4.62483 0.51240
C 0.54747 3.32515 0.19406
C 1.77138 2.61710 -0.29821
O 1.69890 1.22276 -0.19810
C 1.57531 0.64427 1.04942
C 1.62665 1.35890 2.23836
C 1.51856 0.72039 3.46221
C 1.35945 -0.65055 3.51479
C 1.29963 -1.37299 2.33888
C 1.40163 -0.74928 1.10052
O 1.37518 -1.59146 0.02477
C 0.91019 -1.13854 -1.23297
C 0.29320 -2.30617 -1.92460
O 0.72647 -2.67864 -3.13656
N 0.02753 -3.75999 -3.55550
C -0.83075 -4.07874 -2.62594
C -1.76715 -5.21931 -2.73848
C -0.70472 -3.16460 -1.54125
Cl -1.60459 -3.13338 -0.09325
C -0.75130 2.94261 0.40600
Cl -1.47472 1.41015 0.19057
H -3.01236 5.29014 1.57209
H -3.05729 3.58606 2.07579
H -3.46167 4.01702 0.41570
H 1.89627 2.81060 -1.37036
H 2.64865 3.02226 0.22602
H 1.76130 2.42878 2.22387
H 1.56397 1.30423 4.36834
H 1.27508 -1.15723 4.46329
H 1.17349 -2.44394 2.34595
H 1.73479 -0.75196 -1.84212
H 0.15469 -0.35513 -1.11162
H -1.57883 -5.93221 -1.93763
H -1.63418 -5.70601 -3.69925
H -2.79268 -4.86737 -2.64216
*
```

The calculation puts the relative energy (zero: lowest compared OMol25 entry of this formula, charge and spin) at 389.2 kJ/mol. The SMILES is Cc1noc(COc2ccccc2OCc2onc(C)c2Cl)c1Cl.

No. 3
The following is a DFT calculation (ωB97M-V/def2-TZVPD) of one molecule with the formula C2H6N6S in a non-equilibrium geometry.

Structure (ORCA input):
```
! wB97M-V def2-TZVPD RIJCOSX def2/J DEFGRID3
* xyz 0 1
N -2.94494 -0.54179 0.71231
N -2.34833 0.03008 -0.39582
C -1.05815 0.50501 -0.31262
N -0.63903 1.74434 -0.15046
N 0.68113 1.53695 0.02981
C 1.14759 0.29718 0.00537
S 2.65193 -0.33153 0.20801
N 0.05655 -0.33641 -0.19106
N -0.05710 -1.82506 -0.30975
H -3.37730 0.12771 1.24596
H -2.35211 -1.14050 0.98600
H -2.42785 -0.52895 -1.19795
H 1.16387 2.29016 0.37247
H 0.42110 -2.09917 -1.30653
H 0.36671 -2.41467 0.55024
*
```

The calculation puts the relative energy (zero: lowest compared OMol25 entry of this formula, charge and spin) at 211.7 kJ/mol. The SMILES is NNc1n[nH]c(=S)n1N.

No. 4
The following is a DFT calculation (ωB97M-V/def2-TZVPD) of C29H54BCsN7OSb as an isolated structure in a non-equilibrium geometry.

Structure (ORCA input):
```
! wB97M-V def2-TZVPD RIJCOSX def2/J DEFGRID3
* xyz 0 1
Cs 0.49850 0.23885 -1.02810
C -4.84827 2.09070 2.19710
C -3.82639 2.32776 1.19505
C -3.64425 3.39851 0.37996
C -2.48961 3.07697 -0.37803
N -2.01483 1.92393 -0.01722
N -2.82890 1.46652 0.93725
B -2.69343 -0.01740 1.47367
N -2.80103 -1.14964 0.41701
N -1.77862 -1.65707 -0.34008
C -2.21263 -2.81434 -0.78413
C -3.51810 -3.07369 -0.37840
C -3.87986 -1.99065 0.39527
C -5.18111 -1.73418 1.09679
C -1.30983 -3.81944 -1.50006
C -2.01347 -4.42051 -2.78330
C -0.04304 -3.06769 -1.88496
C -0.89148 -4.97142 -0.60961
N -1.47815 -0.17662 2.44651
N -0.21739 0.17576 2.05913
C 0.53674 0.00489 3.11192
C -0.22030 -0.47168 4.20714
C -1.52227 -0.50544 3.75837
C -2.74899 -0.85669 4.50698
C 2.06301 0.19181 3.02682
C 2.68305 0.18207 4.42541
C 2.61471 -1.03430 2.25139
C 2.52075 1.38918 2.19693
C -1.75800 4.04381 -1.33714
C -1.15713 5.16482 -0.46323
C -2.80201 4.50029 -2.33238
C -0.63073 3.42077 -2.08823
H -5.56211 2.91571 2.17086
H -4.41763 2.12735 3.20478
H -5.34252 1.16199 2.03848
H -4.27586 4.28739 0.28542
H -3.66964 -0.10104 2.19903
H -4.08744 -4.00491 -0.47450
H -5.99505 -2.19337 0.51988
H -5.42202 -0.63187 1.12548
H -5.19421 -2.16750 2.08675
H -2.41405 -3.60986 -3.40780
H -2.78357 -5.12988 -2.40560
H -1.25299 -4.95573 -3.30872
H -0.17985 -2.28773 -2.65861
H 0.75082 -3.75198 -2.28691
H 0.50957 -2.70728 -1.00201
H -1.78678 -5.54974 -0.33826
H -0.39643 -4.66143 0.32878
H -0.20930 -5.67378 -1.07880
H 0.18222 -0.73479 5.18912
H -2.46856 -1.09473 5.53770
H -3.29855 -1.69328 4.10887
H -3.46807 -0.05758 4.52509
H 2.51884 -0.78033 4.95152
H 2.23998 1.03105 5.01156
H 3.74394 0.45759 4.25507
H 2.49805 -1.94970 2.79886
H 3.66243 -0.90808 2.08388
H 2.13992 -1.11902 1.29089
H 2.20000 2.31408 2.79630
H 1.99826 1.46479 1.23425
H 3.56659 1.45076 2.08985
H -1.89238 5.60203 0.29189
H -0.60144 6.00003 -0.90337
H -0.46303 4.64040 0.19297
H -3.69902 4.95327 -1.80835
H -3.11407 3.66584 -2.92498
H -2.47220 5.31177 -2.99368
H 0.21286 3.23950 -1.44662
H -0.25440 4.11012 -2.82135
H -1.00250 2.49082 -2.53595
C 1.56350 2.60105 -5.66598
C 2.25230 1.97881 -4.43733
N 3.49704 2.44619 -4.23498
O 1.76089 1.17704 -3.64909
H 0.49776 2.51055 -5.50451
H 1.86477 2.11234 -6.59403
H 1.91718 3.64436 -5.74246
H 3.83584 3.16007 -4.82170
H 4.08656 2.00866 -3.52593
C 6.37287 -1.99399 1.16368
Sb 5.47883 -0.77341 -0.47122
C 7.02113 -1.35342 -1.88414
C 4.03261 -2.24216 -1.08537
H 6.07241 -3.02569 0.97180
H 6.03831 -1.60531 2.10981
H 7.46248 -1.91190 1.16996
H 7.21902 -2.46162 -1.73442
H 7.90833 -0.73628 -1.63489
H 6.72688 -1.25637 -2.93868
H 4.66916 -2.96705 -1.63543
H 3.16180 -1.84600 -1.71584
H 3.65351 -2.76262 -0.21887
*
```

The calculation puts the relative energy (zero: lowest compared OMol25 entry of this formula, charge and spin) at 27.8 kJ/mol.

Ordered lowest unoccupied orbital energy results: -0.02; 0.58; 0.47; -0.10; unit eV.
Ordered highest occupied orbital energy results: -10.076; -8.562; -8.262; -7.836; unit eV.